--- one ---
{
  "formula": "C18H52O8",
  "method": "ωB97M-V/def2-TZVPD",
  "gap_ev": 10.088,
  "lumo_energy_ev": 0.437,
  "smiles": "CC(C)O.CC(C)O.CCO.CCO.CCO.CCO.CCO.CCO",
  "total_charge": 0,
  "elements": ["H", "H", "C", "H", "H", "H", "H", "C", "C", "C", "H", "H", "C", "C", "H", "O", "H", "H", "C", "H", "H", "H", "H", "H", "H", "H", "C", "H", "H", "H", "C", "O", "H", "H", "O", "C", "H", "H", "C", "H", "H", "O", "H", "H", "H", "O", "H", "H", "H", "H", "C", "H", "C", "H", "H", "H", "H", "C", "H", "C", "H", "H", "H", "H", "H", "H", "C", "O", "H", "C", "H", "O", "H", "H", "C", "H", "H", "O"],
  "positions_angstrom": [[-1.085, 0.469, 0.151], [4.713, 1.169, -3.322], [3.001, -3.264, 2.303], [1.827, 2.638, 3.814], [-6.134, -0.046, 1.446], [-0.818, 4.643, -0.612], [3.925, -0.774, -1.033], [-1.555, 5.048, 0.097], [1.596, -2.882, -3.801], [-5.698, 0.646, 0.739], [-1.367, 2.688, 2.373], [-5.716, 0.194, -0.264], [-4.276, 0.871, 1.091], [-1.178, 4.531, 1.468], [-2.884, 2.120, 0.392], [3.046, -3.057, -3.835], [2.036, 0.365, 0.244], [-2.985, -3.257, -2.807], [-0.385, 1.152, 6.036], [1.482, -3.963, -1.946], [1.087, 1.717, 0.867], [-0.022, -0.815, -0.451], [-2.303, -2.131, -5.362], [0.003, 0.972, 3.374], [-4.226, 1.414, 2.005], [5.707, -0.188, -2.715], [-2.368, -2.353, -2.817], [-2.293, -2.046, -1.766], [2.812, -2.281, 0.473], [-6.339, 1.480, 0.693], [-2.075, -0.088, -4.007], [-3.686, 1.718, 0.059], [-1.374, -2.618, -3.171], [-0.097, 4.640, 1.631], [-3.166, -1.997, -5.004], [-0.097, 0.255, -0.219], [0.013, 0.741, -1.169], [1.028, -0.964, 1.625], [-2.968, -1.324, -3.775], [-2.658, 0.492, -4.753], [2.553, -4.065, 2.891], [1.051, -0.033, 1.911], [-1.135, -0.382, -4.472], [2.449, -3.981, 0.347], [-1.510, 6.138, 0.089], [0.914, -2.763, 1.024], [0.528, -3.255, 1.765], [-1.922, 0.521, -3.132], [-2.547, 4.796, -0.180], [-3.774, -0.101, 1.221], [1.091, 0.655, 0.707], [-1.408, 1.423, 6.392], [1.254, -2.972, -2.334], [3.007, -2.280, 2.854], [0.169, -2.878, -2.218], [1.846, 0.955, 4.464], [-1.641, 5.141, 2.264], [3.836, 0.210, -1.562], [4.065, -3.518, 2.124], [4.679, 0.169, -2.863], [1.142, -3.736, -4.309], [3.305, -2.900, -4.742], [0.285, 1.202, 6.898], [2.776, 0.472, -1.714], [2.106, 2.399, 5.572], [3.684, -1.419, -3.351], [1.635, 2.015, 4.674], [-0.554, 1.684, 3.716], [-4.000, -1.081, -3.454], [2.305, -3.078, 0.980], [4.335, 0.898, -0.826], [3.999, -0.619, -3.782], [-0.403, 0.109, 5.642], [-0.124, 3.127, 5.033], [0.082, 2.080, 4.893], [1.356, -1.918, -4.301], [1.662, -2.097, -1.803], [-1.620, 3.165, 1.534]],
  "lowdin_charge": [0.06, 0.11, -0.08, 0.07, 0.07, 0.08, 0.07, -0.08, -0.27, -0.10, 0.07, 0.08, -0.31, -0.31, 0.01, -0.11, 0.07, 0.08, -0.05, 0.09, 0.11, 0.05, 0.06, 0.06, 0.10, 0.11, -0.06, 0.08, 0.09, 0.06, -0.04, -0.10, 0.04, 0.11, -0.05, -0.04, 0.06, 0.05, -0.48, 0.09, 0.07, -0.10, 0.07, 0.12, 0.07, -0.09, 0.11, 0.06, 0.06, 0.11, -0.29, 0.08, -0.08, 0.09, 0.04, 0.08, 0.11, -0.10, 0.09, -0.32, 0.11, 0.08, 0.07, 0.07, 0.07, 0.03, -0.04, -0.08, 0.15, -0.33, 0.09, -0.10, 0.09, 0.13, -0.48, 0.12, 0.07, -0.12]
}

--- two ---
{
  "formula": "C18H52O8",
  "method": "ωB97M-V/def2-TZVPD",
  "gap_ev": 9.856,
  "lumo_energy_ev": 0.479,
  "smiles": "CC(C)O.CC(C)O.CCO.CCO.CCO.CCO.CCO.CCO",
  "total_charge": 0,
  "elements": ["H", "H", "O", "H", "H", "H", "C", "H", "O", "H", "H", "H", "H", "H", "H", "H", "H", "H", "C", "H", "H", "H", "O", "H", "H", "H", "C", "H", "H", "C", "C", "H", "H", "H", "H", "C", "H", "H", "H", "C", "H", "H", "C", "H", "C", "C", "C", "H", "O", "C", "H", "O", "H", "H", "H", "H", "O", "H", "H", "C", "C", "C", "H", "H", "H", "O", "H", "H", "C", "H", "H", "O", "C", "H", "C", "H", "H", "H"],
  "positions_angstrom": [[-0.663, 0.210, -0.993], [-0.275, 3.759, -0.067], [-4.215, 2.833, 1.491], [-2.248, -3.451, 6.878], [0.989, 0.647, -1.527], [-2.104, 0.512, 1.654], [-2.250, 0.424, 2.738], [-3.707, 1.635, -0.862], [-1.451, -3.656, 6.403], [2.158, -1.289, -5.330], [-1.957, -2.202, 4.893], [3.164, 1.090, -6.135], [0.481, -3.293, 4.602], [-2.798, -2.526, -2.469], [0.889, 0.054, 3.427], [1.638, -1.515, -3.632], [-0.549, -3.450, 3.236], [-3.402, -5.398, -1.030], [0.879, -1.188, -0.408], [0.916, 5.220, -1.709], [-2.185, 2.201, -0.140], [-3.689, -2.862, -0.923], [4.586, -0.283, 0.625], [-4.905, 2.238, 1.238], [4.119, 1.246, -0.804], [-2.714, -0.528, 2.937], [-3.835, 3.456, 0.262], [0.675, -0.518, -4.741], [-2.244, -1.875, -0.909], [-1.729, -3.279, 4.991], [4.554, 1.161, 0.216], [-1.097, 0.500, 4.563], [3.802, -0.212, -2.899], [1.188, 3.570, 0.825], [0.463, 5.146, 0.769], [-0.949, 0.650, 3.483], [-2.843, -5.091, -2.680], [-2.584, -3.833, 4.606], [1.951, -1.109, -0.192], [-2.721, -2.744, -1.395], [0.018, -1.196, 1.345], [-0.884, -3.400, 0.367], [-3.078, 2.520, -0.661], [4.270, 1.933, 2.205], [-0.485, -3.716, 4.283], [1.695, -0.793, -4.458], [2.462, 0.509, -4.120], [0.578, 0.815, 0.158], [0.178, -1.835, 0.636], [-1.842, -3.968, -1.198], [5.573, 1.585, 0.282], [-1.484, -4.122, 0.132], [2.237, 3.546, -2.551], [-2.906, 1.208, 3.115], [2.362, 5.164, -0.795], [-2.892, 2.956, -1.638], [3.798, 0.322, -3.717], [-4.697, 4.008, -0.138], [-0.386, -4.804, 4.294], [0.401, 0.194, -0.721], [3.711, 1.801, 1.254], [2.508, 1.451, -5.325], [5.242, -0.642, 0.018], [-3.108, 4.226, 0.606], [2.693, 1.433, 1.463], [1.861, 3.371, -1.681], [1.506, 1.516, -5.752], [-0.637, 1.694, 3.340], [0.649, 4.254, 0.179], [2.855, 2.448, -5.020], [1.911, 1.109, -3.374], [0.097, -0.240, 2.956], [1.466, 4.579, -1.032], [-1.882, -6.137, -1.563], [-2.513, -5.240, -1.636], [3.584, 2.807, 0.855], [-0.958, -3.769, -1.816], [0.760, -1.837, -1.285]],
  "lowdin_charge": [0.07, 0.05, -0.08, 0.05, 0.05, 0.07, -0.08, 0.08, -0.10, 0.09, 0.10, 0.09, 0.08, 0.08, 0.09, 0.06, 0.06, 0.08, -0.31, 0.11, 0.04, 0.08, -0.11, 0.07, 0.10, 0.07, -0.32, 0.08, 0.06, -0.27, -0.27, 0.11, 0.09, 0.06, 0.08, -0.26, 0.08, 0.11, 0.11, -0.06, 0.04, 0.05, -0.09, 0.09, -0.10, -0.04, -0.51, 0.06, -0.09, -0.56, 0.12, -0.04, 0.08, 0.07, 0.11, 0.08, -0.05, 0.11, 0.08, -0.07, -0.11, -0.06, 0.06, 0.11, 0.07, -0.09, 0.08, 0.11, -0.07, 0.07, 0.10, -0.11, -0.32, 0.08, -0.06, 0.06, 0.13, 0.10]
}

--- three ---
{
  "formula": "C18H52O8",
  "method": "ωB97M-V/def2-TZVPD",
  "gap_ev": 10.246,
  "lumo_energy_ev": 0.150,
  "smiles": "CC(C)O.CC(C)O.CC(C)O.CC(C)O.CC(C)O.CO.CO.CO",
  "total_charge": 0,
  "elements": ["C", "C", "O", "O", "H", "H", "H", "H", "H", "H", "H", "H", "H", "O", "H", "H", "H", "O", "C", "H", "O", "O", "O", "C", "H", "C", "H", "C", "H", "H", "H", "C", "H", "C", "H", "H", "H", "H", "H", "C", "H", "H", "H", "C", "H", "H", "H", "C", "H", "C", "H", "H", "C", "H", "H", "H", "H", "H", "C", "H", "H", "H", "H", "O", "H", "H", "C", "H", "H", "C", "C", "H", "H", "H", "H", "H", "C", "H"],
  "positions_angstrom": [[-10.680, -21.134, 17.964], [-13.071, -24.984, 11.740], [-5.877, -14.111, 7.768], [0.058, -18.277, 16.550], [-9.723, -20.164, 4.768], [-6.624, -18.055, 9.754], [-1.350, -20.234, 8.386], [-9.553, -22.918, 18.039], [-8.662, -18.863, 10.405], [-6.488, -13.964, 7.042], [-4.548, -13.625, 9.918], [-2.798, -19.673, 16.031], [-0.716, -19.662, 15.344], [-7.809, -12.628, 15.882], [-10.997, -24.018, 9.904], [-6.363, -13.683, 14.822], [-3.384, -21.483, 8.809], [-10.407, -20.622, 19.247], [-2.174, -19.055, 16.678], [-11.875, -25.359, 9.144], [-6.676, -18.834, 10.314], [-13.210, -22.867, 10.868], [-3.024, -22.341, 8.574], [-0.912, -21.212, 8.187], [-2.977, -20.517, 6.554], [-1.011, -18.718, 15.801], [-1.514, -16.686, 14.994], [-7.820, -18.954, 11.091], [-6.699, -12.186, 9.070], [-11.574, -21.757, 17.966], [-0.106, -21.026, 7.477], [-6.665, -12.658, 15.040], [-3.416, -12.528, 9.263], [-13.143, -24.193, 10.418], [-0.441, -21.560, 9.106], [-2.302, -17.974, 14.258], [-10.954, -20.369, 16.027], [-8.554, -19.021, 4.066], [-3.453, -22.156, 5.997], [-5.059, -12.982, 7.891], [-0.596, -17.659, 13.919], [-6.765, -12.153, 14.080], [-1.885, -19.695, 17.511], [-10.951, -19.975, 17.044], [-14.070, -24.389, 9.879], [-5.815, -12.116, 15.453], [-10.158, -17.294, 4.414], [-2.010, -22.167, 7.603], [-5.403, -11.072, 8.972], [-5.948, -11.806, 8.378], [-11.886, -19.473, 17.296], [-6.366, -11.237, 7.548], [-9.430, -19.116, 4.707], [-7.704, -13.242, 16.613], [-9.086, -18.913, 5.722], [-3.360, -14.190, 8.750], [-13.299, -22.368, 10.053], [-7.868, -18.148, 11.823], [-1.343, -17.725, 14.710], [-8.600, -21.427, 17.790], [-1.619, -23.171, 7.438], [-1.927, -21.431, 5.576], [0.829, -18.476, 16.014], [-10.481, -18.198, 4.400], [-7.887, -19.983, 11.446], [-12.158, -23.784, 8.568], [-9.493, -21.977, 17.492], [-9.379, -22.212, 16.434], [-2.728, -18.166, 16.978], [-2.643, -21.542, 6.391], [-4.044, -13.374, 8.985], [-13.022, -26.053, 11.531], [-4.595, -12.698, 6.946], [-10.163, -19.222, 17.056], [-13.991, -24.907, 12.319], [-10.400, -21.299, 19.927], [-11.956, -24.329, 9.490], [-12.236, -24.740, 12.396]],
  "lowdin_charge": [-0.52, -0.05, -0.06, -0.03, 0.08, 0.08, 0.07, 0.07, 0.07, 0.09, 0.08, 0.08, 0.13, -0.12, 0.09, 0.07, 0.08, -0.04, -0.06, 0.08, -0.13, -0.06, -0.06, -0.06, 0.08, -0.56, 0.08, -0.18, 0.08, 0.13, 0.07, -0.17, 0.07, -0.51, 0.07, 0.08, 0.08, 0.07, 0.08, -0.48, 0.07, 0.07, 0.08, -0.06, 0.13, 0.07, 0.07, -0.48, 0.07, -0.06, 0.08, 0.07, -0.16, 0.07, 0.07, 0.07, 0.08, 0.08, -0.06, 0.08, 0.14, 0.08, 0.09, -0.12, 0.08, 0.07, -0.06, 0.08, 0.09, -0.08, -0.06, 0.07, 0.13, 0.08, 0.07, 0.09, -0.06, 0.08]
}

one (13.1 kJ/mol below the next structure)